[1]
C6H8F2N4 | ωB97M-V/def2-TZVPD

Last column: Löwdin charge in e.
Geometry (Å):
C1 -1.56487 0.47966 0.08663  -0.3022
C2 1.46168 -0.26219 -0.82686  -0.1784
C3 0.16363 -0.21704 -1.63741  -0.1244
C4 1.37734 -0.91229 0.55898  -0.1357
C5 -0.88800 0.80494 -1.19297  -0.2681
C6 0.81840 -0.02022 1.62304  -0.1371
N1 -2.86387 0.43847 0.28959  0.0661
N2 -3.03132 0.08727 1.56114  -0.0605
N3 -1.91910 -0.08769 2.14455  -0.0103
N4 -0.97419 0.15048 1.24871  0.0399
F1 -0.29866 2.05497 -1.09456  0.0047
F2 1.27700 1.22375 1.61668  0.0816
H1 2.17692 -0.84487 -1.41105  0.1152
H2 1.85615 0.75074 -0.73506  0.1142
H3 0.43979 0.05616 -2.65719  0.1188
H4 -0.30173 -1.20446 -1.65716  0.1270
H5 0.79650 -1.83521 0.52507  0.1298
H6 2.39564 -1.15891 0.87845  0.1278
H7 -1.66795 0.89223 -1.95989  0.1508
H8 0.74666 -0.39579 2.63931  0.1408

Force components x, y, z for each atom (eV/Å):
C -0.0443 -0.1746 0.5572
C -0.1920 -0.0184 0.0217
C -0.0155 0.3236 0.0872
C 0.1617 0.3619 -0.1401
C -0.1647 -0.4166 -0.3486
C -3.8076 0.1566 -0.6114
N 0.0275 0.2547 -0.8832
N -1.2907 -0.0670 0.2223
N 1.0184 -0.1927 0.7619
N 3.8354 -0.2205 0.0964
F 0.3178 0.3195 0.0734
F 0.1925 0.0627 -0.0925
H 0.0269 0.0961 0.0477
H 0.1039 -0.0550 -0.0239
H -0.0840 -0.1182 -0.0570
H -0.0714 -0.0059 -0.1007
H 0.0330 0.0091 0.1490
H -0.0705 -0.0654 0.0888
H 0.1029 -0.1350 0.1953
H -0.0795 -0.1148 -0.0434

Values from the calculation:
Largest force on an atom = 0.075 hartree/bohr
HOMO-LUMO gap = 10.93 eV
Net charge = 0

=====

[2]
C2H6NO | ωB97M-V/def2-TZVPD

Last column: Löwdin charge in e.
Geometry (Å):
C1 2.98819 -0.66361 0.03420  -0.1242
C2 1.93513 0.42409 0.13848  0.0002
N1 -1.88846 0.31203 -0.31134  0.2923
O1 3.11753 0.71848 0.16809  0.0241
H1 3.40743 -1.09334 0.87555  0.0758
H2 3.41629 -0.93039 -0.85336  0.0674
H3 -1.45005 -0.48239 0.19421  0.1652
H4 -1.09249 0.94992 -0.63387  0.1662
H5 -2.59498 0.87070 0.14442  0.1409
H6 -2.43492 0.04751 -1.19722  0.1923

Force components x, y, z for each atom (eV/Å):
C -0.7306 -0.5225 0.5411
C -2.6575 -1.2766 -0.2795
N 0.6279 0.6048 -2.9891
O 2.4778 4.3301 0.4325
H 0.1967 -1.3815 1.6338
H 0.4475 -1.1852 -2.3996
H -0.7849 0.4858 -0.1478
H -1.0203 -0.8697 0.6357
H 0.0795 0.1260 1.2620
H 1.3639 -0.3113 1.3110

Values from the calculation:
Largest force on an atom = 0.097 hartree/bohr
HOMO-LUMO gap = 9.00 eV
Net charge = +1

=====

[3]
C24H42AsN5NaO6Si3Te | ωB97M-V/def2-TZVPD

Last column: Löwdin charge in e.
Geometry (Å):
Na1 1.33648 -0.36525 1.87060  0.1415
O1 4.17383 0.93012 3.31489  0.0122
C1 3.31649 1.05607 2.44567  -0.6003
O2 2.12406 1.51055 2.61463  -0.1637
C2 3.65940 0.55992 0.96335  -0.6030
O3 4.81197 0.69788 0.57011  0.0209
O4 2.67950 0.05602 0.29348  -0.2058
N1 -0.54441 2.24863 3.31039  0.0548
N2 -0.63323 1.61179 4.55507  -0.0111
C3 -0.27008 0.35086 4.82033  -0.3716
N3 -0.18717 0.01207 6.11966  0.1880
N4 -0.10091 -0.44077 3.75128  0.1547
N5 0.44578 -1.67639 3.92251  -0.4031
O5 0.56562 -2.23081 5.00992  0.0447
O6 0.81903 -2.20446 2.87909  -0.0254
H1 -1.17730 1.79341 2.66352  0.0590
H2 0.41905 2.14222 2.96032  0.0246
H3 -0.75566 2.23801 5.33283  0.1371
H4 -0.04690 0.75643 6.78155  0.1123
H5 0.21029 -0.89701 6.31508  0.0858
Te1 0.49062 2.18278 -0.40287  1.4343
C4 -0.64323 3.62782 -1.47387  -0.5317
C5 -0.68894 3.60285 -2.86683  -0.1466
C6 -1.43441 4.54051 -3.57056  -0.0982
C7 -2.15010 5.51557 -2.88763  -0.1068
C8 -2.11677 5.54740 -1.50008  -0.1009
C9 -1.36841 4.60855 -0.79894  -0.1454
C10 2.28411 3.28048 -0.48929  -0.4977
C11 2.38210 4.51041 0.15359  -0.1332
C12 3.56799 5.22844 0.09738  -0.0980
C13 4.66306 4.70752 -0.57977  -0.0958
C14 4.57211 3.46802 -1.19416  -0.0786
C15 3.38218 2.75349 -1.15603  -0.1402
H6 -0.13224 2.84345 -3.40414  0.0930
H7 -1.45490 4.50924 -4.65367  0.0964
H8 -2.73174 6.24729 -3.43557  0.0935
H9 -2.67236 6.30511 -0.96038  0.0954
H10 -1.34612 4.63649 0.28402  0.0874
H11 1.53926 4.89751 0.71270  0.0916
H12 3.64408 6.18168 0.60654  0.0937
H13 5.59775 5.25467 -0.60020  0.0938
H14 5.43762 3.03239 -1.67593  0.1053
H15 3.32857 1.76172 -1.58382  0.0953
C16 2.47169 -2.88291 -1.23600  -0.2003
Si1 0.80566 -3.59874 -0.79491  0.2729
C17 0.93285 -4.73829 0.68826  -0.2130
C18 0.17002 -4.64107 -2.22697  -0.2160
As1 -0.61619 -1.78406 -0.24403  0.8552
Si2 -1.32414 -1.08860 -2.38489  0.2410
C19 -2.39432 0.43940 -2.17178  -0.2290
C20 0.22040 -0.73794 -3.38197  -0.2200
C21 -2.36704 -2.29535 -3.39413  -0.2101
Si3 -2.50967 -2.85560 0.64556  0.2461
C22 -3.96547 -1.66993 0.54263  -0.2293
C23 -3.01863 -4.48957 -0.13998  -0.2211
C24 -2.20360 -3.22592 2.46016  -0.2217
H16 3.25661 -3.61143 -1.00795  0.0338
H17 2.69091 -1.95682 -0.69144  0.0100
H18 2.52763 -2.66206 -2.30517  0.0239
H19 1.65150 -5.52572 0.43674  0.0314
H20 -0.02228 -5.22040 0.91384  0.0136
H21 1.28155 -4.22956 1.58822  0.0160
H22 0.80707 -5.52837 -2.31619  0.0304
H23 0.23054 -4.09839 -3.17105  0.0092
H24 -0.85988 -4.97330 -2.08733  0.0115
H25 -1.99644 1.14748 -1.44300  -0.0294
H26 -3.40146 0.15609 -1.85702  0.0172
H27 -2.48052 0.96542 -3.12813  0.0333
H28 0.93832 -0.14265 -2.81712  0.0084
H29 -0.04534 -0.19551 -4.29616  0.0322
H30 0.70194 -1.67408 -3.67759  0.0128
H31 -3.08206 -2.87236 -2.81011  0.0030
H32 -1.74651 -2.99441 -3.95527  0.0154
H33 -2.93669 -1.70414 -4.12024  0.0288
H34 -4.43626 -1.68886 -0.44309  0.0195
H35 -3.66068 -0.64210 0.75067  0.0237
H36 -4.72276 -1.95667 1.27959  0.0269
H37 -3.16506 -4.44080 -1.21749  0.0041
H38 -3.96481 -4.80367 0.31496  0.0287
H39 -2.28006 -5.26825 0.06761  0.0171
H40 -2.27571 -2.31040 3.05471  0.0226
H41 -1.22880 -3.67782 2.64929  0.0115
H42 -2.97840 -3.91532 2.81198  0.0318

Force components x, y, z for each atom (eV/Å):
Na -0.4906 0.1897 -0.6634
O -0.0607 0.0167 -0.0163
C 0.2206 0.1220 -0.0060
O 0.0660 0.0708 0.0066
C 0.0960 0.1103 0.0372
O -0.0289 -0.0331 -0.0513
O 0.2826 0.2195 -0.0032
N 0.0795 -0.0338 -0.0459
N -0.0124 0.0307 -0.0093
C 0.0315 -0.0429 -0.2335
N 0.1292 -0.1585 0.0411
N 0.0492 -0.1666 0.3206
N -0.0728 0.1950 0.2101
O -0.1701 0.0207 0.1352
O -0.1123 -0.4858 0.4115
H 0.0133 -0.0102 -0.0260
H 0.0283 0.0026 -0.0006
H -0.0067 -0.0274 -0.0105
H 0.0490 -0.0495 -0.0030
H -0.0706 0.0464 -0.0357
Te 0.1991 -0.2062 -0.0637
C -0.0482 0.1474 0.0341
C 0.0080 0.0329 0.0026
C 0.0191 -0.0124 0.0422
C 0.0061 -0.0173 0.0277
C 0.0124 -0.0174 -0.0354
C -0.0148 -0.0207 -0.0591
C 0.0327 0.1063 0.0346
C 0.0329 0.0145 -0.0310
C -0.0547 -0.0225 0.0069
C 0.0025 -0.0440 -0.0236
C 0.0026 0.0579 0.0209
C -0.0460 0.0047 0.0096
H 0.0004 0.0033 0.0157
H -0.0020 0.0027 0.0116
H 0.0060 -0.0081 0.0089
H 0.0012 -0.0030 -0.0050
H 0.0024 0.0004 -0.0037
H -0.0053 0.0122 -0.0027
H -0.0013 0.0027 -0.0046
H -0.0030 0.0032 -0.0007
H -0.0111 -0.0117 0.0082
H 0.0035 0.0037 -0.0082
C 0.0431 -0.0460 0.0181
Si -0.0953 0.1526 0.0376
C 0.0227 -0.0455 0.0135
C 0.0510 -0.0595 -0.0093
As -0.1106 -0.1013 -0.0673
Si -0.0117 -0.0596 0.1261
C -0.0005 0.0357 -0.0089
C -0.0376 0.0326 -0.0621
C -0.0074 0.0687 -0.0961
Si 0.1329 -0.0184 -0.0966
C -0.0684 -0.0182 -0.0119
C -0.0306 -0.0511 0.0995
C -0.0736 0.0350 0.0554
H -0.0062 0.0169 -0.0213
H -0.0084 -0.0389 -0.0317
H -0.0096 0.0349 0.0255
H -0.0177 -0.0025 0.0551
H 0.0257 0.0248 0.0022
H -0.0149 0.0059 -0.0566
H -0.0359 0.0187 -0.0185
H -0.0166 0.0257 -0.0248
H 0.0105 0.0071 0.0200
H -0.0514 -0.0710 -0.0506
H -0.0023 -0.0131 0.0208
H -0.0069 -0.0011 0.0288
H 0.0105 0.0231 0.0253
H 0.0325 -0.0136 0.0305
H 0.0019 0.0325 0.0189
H -0.0385 0.0223 0.0836
H 0.0218 -0.0524 0.0392
H 0.0144 -0.0462 -0.0019
H 0.0285 0.0154 -0.0122
H 0.0063 -0.0232 0.0165
H 0.0046 0.0144 -0.0360
H 0.0158 0.0488 -0.0536
H 0.0268 -0.0234 -0.0233
H -0.0133 0.0295 -0.0272
H 0.0586 -0.0215 -0.0257
H -0.0322 -0.0066 -0.0519
H 0.0193 0.0237 0.0283

Values from the calculation:
Largest force on an atom = 0.016 hartree/bohr
HOMO-LUMO gap = 6.24 eV
Net charge = -1